Entry 1:
ORCA calculation (ωB97M-V/def2-TZVPD) on a molecular structure, C31H42N6O4Sn.

Cartesian coordinates (Å):
Sn  0.29892  0.33094  -1.69151
C  3.27599  7.05367  1.12556
O  2.33267  5.97501  1.09840
C  2.64700  4.86545  0.43807
C  3.87248  4.64072  -0.20427
C  4.05369  3.44263  -0.85037
C  3.07691  2.43325  -0.90702
C  3.39878  1.18017  -1.56124
C  4.75778  0.94747  -2.16018
O  2.57915  0.24449  -1.64528
C  1.81858  2.67337  -0.26518
O  0.79709  1.81420  -0.20891
C  1.65652  3.87937  0.40900
H  2.79799  7.84657  1.68985
H  3.49224  7.40161  0.11560
H  4.19577  6.75094  1.62673
H  4.65635  5.38158  -0.20324
H  5.00297  3.27695  -1.33935
H  4.97710  1.69978  -2.91880
H  4.77343  -0.03425  -2.62465
H  5.54073  1.00662  -1.40318
H  0.70990  4.10241  0.88296
C  -5.22161  0.61417  0.80411
N  -3.99934  -0.15755  0.58919
C  -4.26109  -1.56866  0.35466
C  -2.82730  0.47653  0.30301
N  -1.93694  0.07167  -0.58608
C  -2.41781  -0.74875  -1.65034
C  -3.48328  -0.31220  -2.39672
C  -4.03594  -1.08803  -3.42889
C  -3.50115  -2.30824  -3.71062
C  -2.35644  -2.77246  -3.01859
C  -1.79686  -4.02286  -3.37217
C  -0.65444  -4.46684  -2.78036
C  -0.01860  -3.66621  -1.81880
C  -0.54618  -2.46979  -1.39860
N  0.26279  -1.67294  -0.50254
C  0.81722  -2.31412  0.50392
N  2.05114  -1.90017  0.99680
C  2.39789  -2.22063  2.38109
C  3.20741  -2.03859  0.09667
N  0.19742  -3.31332  1.17207
C  -1.25069  -3.39691  1.22086
C  0.89965  -4.54250  1.53073
C  -1.76319  -1.98075  -1.98904
N  -2.58672  1.60222  1.03640
C  -3.07582  1.76710  2.39467
C  -2.04170  2.80963  0.44185
H  -5.96554  0.29644  0.07054
H  -5.04082  1.67526  0.66198
H  -5.63141  0.44798  1.80170
H  -4.79982  -1.96746  1.21621
H  -3.34388  -2.12651  0.22412
H  -4.87506  -1.71260  -0.53731
H  -3.91889  0.65088  -2.15653
H  -4.88585  -0.71625  -3.98490
H  -3.92312  -2.93366  -4.48618
H  -2.28219  -4.60725  -4.14288
H  -0.21080  -5.40923  -3.07099
H  0.93864  -3.98410  -1.42113
H  2.88586  -3.19237  2.48444
H  1.51112  -2.21212  3.01183
H  3.11278  -1.47996  2.74375
H  3.65671  -3.02806  0.22093
H  3.95767  -1.28515  0.34023
H  2.89675  -1.89746  -0.93147
H  -1.66361  -2.39401  1.15504
H  -1.53074  -3.83392  2.17985
H  -1.66023  -4.01654  0.41823
H  1.93418  -4.50895  1.19702
H  0.41491  -5.37629  1.01806
H  0.86619  -4.72464  2.60545
H  -3.36237  0.80513  2.81128
H  -3.92791  2.44835  2.45294
H  -2.27548  2.19117  3.00666
H  -1.77489  2.63169  -0.59382
H  -1.15048  3.12658  0.98058
H  -2.78496  3.60998  0.49400
C  2.10427  1.24443  2.37194
C  0.88951  0.63412  1.92360
O  -0.11642  0.14992  1.85415
H  1.99528  1.36421  3.45532
H  2.23379  2.23070  1.90678
H  2.95638  0.60690  2.14228

Summary:
* frontier orbital gap: 6.53 eV
* charge: +2
* energy: -2049.7586 Ha
* LUMO level: -5.9 eV
* highest occupied orbital energy: -0.45646 hartree
* energy above the lowest of the compared OMol25 structures with the same formula, charge and spin: 136.98 kJ/mol

Entry 2:
ORCA calculation (ωB97M-V/def2-TZVPD) on a molecular structure, C31H42NO4P2PbS at a distorted geometry.

Cartesian coordinates (Å):
Pb  -0.32025  0.75481  -2.30587
C  1.26556  4.58447  -0.50832
C  0.80780  4.46947  0.94512
C  -0.65258  4.89941  1.07004
C  1.04046  3.07321  1.55848
C  1.17366  3.14707  3.09706
O  0.16413  2.26928  3.58831
C  -0.47199  1.74893  2.48354
N  -0.04811  2.12458  1.35195
C  -1.60451  0.87786  2.80412
C  -2.03637  0.90941  4.13956
C  -3.10797  0.16330  4.57425
C  -3.78927  -0.64242  3.67378
C  -3.38821  -0.67455  2.35254
C  -2.29451  0.05510  1.88491
P  -1.81517  -0.21684  0.11827
C  -1.39217  -2.00154  0.20284
C  -1.26968  -2.68113  -1.01360
C  -0.97076  -4.03291  -1.04120
C  -0.76328  -4.72585  0.14505
C  -0.81855  -4.04576  1.35138
C  -1.12473  -2.69196  1.38322
C  -3.52810  -0.26272  -0.56349
C  -4.24179  -1.39636  -0.94167
C  -5.54245  -1.27846  -1.41383
C  -6.13645  -0.03026  -1.52049
C  -5.42262  1.10546  -1.16783
C  -4.12643  0.99191  -0.69422
H  1.36994  5.63619  -0.78434
H  0.53499  4.12739  -1.17587
H  2.22818  4.09207  -0.66603
H  1.42995  5.15178  1.54039
H  -1.27699  4.28754  0.41504
H  -0.76321  5.94274  0.77059
H  -1.01830  4.78847  2.09600
H  1.94396  2.64668  1.11921
H  0.98360  4.15066  3.48668
H  2.14835  2.81025  3.45824
H  -1.50515  1.55272  4.82625
H  -3.42170  0.21093  5.60943
H  -4.61953  -1.25337  4.00493
H  -3.91911  -1.31450  1.65962
H  -1.41946  -2.13669  -1.94013
H  -0.90590  -4.55046  -1.99062
H  -0.56073  -5.78980  0.12807
H  -0.63310  -4.57569  2.27865
H  -1.16650  -2.17510  2.33315
H  -3.79314  -2.37720  -0.86871
H  -6.09015  -2.16844  -1.70101
H  -7.15220  0.05562  -1.88781
H  -5.86927  2.08434  -1.28584
H  -3.55416  1.87928  -0.45356
S  -1.84688  2.58223  -2.77587
C  -0.98723  -0.82616  -3.99739
H  -0.72484  -0.39386  -4.96909
H  -2.05915  -1.04976  -4.02644
H  -0.43748  -1.77176  -3.89399
C  5.50636  0.86108  0.60187
C  4.78498  -0.47777  0.62466
O  4.30864  -0.84149  -0.65774
P  2.70146  -0.45897  -1.02412
O  1.93850  -1.71866  -0.36290
C  2.27480  -3.08242  -0.63481
C  2.61847  -3.77694  0.67020
O  2.79794  -1.00289  -2.55109
C  3.08668  -0.11426  -3.62184
C  4.50999  -0.32187  -4.11348
H  5.94376  1.07227  1.58006
H  4.80664  1.66139  0.35340
H  6.30185  0.85341  -0.14382
H  3.95606  -0.43830  1.34441
H  5.46889  -1.26951  0.94277
H  3.11063  -3.13257  -1.33258
H  1.40229  -3.54851  -1.09653
H  3.51222  -3.32909  1.10733
H  2.79596  -4.83992  0.49712
H  1.79181  -3.66755  1.37340
H  2.93649  0.92631  -3.31240
H  2.36940  -0.33208  -4.41561
H  5.20768  -0.19501  -3.28518
H  4.74421  0.39672  -4.90051
H  4.62385  -1.33295  -4.50605

Summary:
* frontier orbital gap: 5.19 eV
* charge: -1
* energy: -2835.9900 Ha
* LUMO level: 2.5 eV
* highest occupied orbital energy: -0.09984 hartree
* energy above the lowest of the compared OMol25 structures with the same formula, charge and spin: 0.00 kJ/mol

Entry 3:
ORCA calculation (ωB97M-V/def2-TZVPD) on a molecular structure, C31H43Cl2N2PPt at a distorted geometry.

Cartesian coordinates (Å):
P  2.02245  -1.14551  -1.15464
C  3.47797  -1.12886  -0.00093
C  4.53101  -2.21101  -0.26437
C  5.50101  -2.25871  0.92040
C  6.10890  -0.89091  1.23925
C  5.08074  0.23719  1.35359
C  4.11707  0.25551  0.16201
C  2.46280  -0.30955  -2.73600
C  3.70030  -0.93214  -3.38634
C  3.85328  -0.37602  -4.80487
C  3.88204  1.15318  -4.83161
C  2.72356  1.79637  -4.06281
C  2.56805  1.22104  -2.65135
C  1.56076  -2.90193  -1.51022
C  1.13827  -3.62071  -0.21862
C  0.85640  -5.09599  -0.51246
C  -0.17617  -5.29171  -1.62534
C  0.13897  -4.46740  -2.87589
C  0.43985  -3.00062  -2.55675
H  2.99044  -1.35410  0.96747
H  5.07738  -1.98355  -1.19195
H  4.06142  -3.19710  -0.40689
H  6.29618  -2.97996  0.70715
H  4.96201  -2.63831  1.79879
H  6.69863  -0.95308  2.15981
H  6.80997  -0.63225  0.43485
H  4.49876  0.13033  2.27938
H  5.59763  1.20158  1.41554
H  3.34066  1.02121  0.30913
H  4.67974  0.51986  -0.74759
H  1.58779  -0.51513  -3.37840
H  3.01257  -0.73791  -5.41037
H  3.62141  -2.03118  -3.41300
H  4.59383  -0.68755  -2.78937
H  4.76484  -0.78317  -5.25242
H  3.87627  1.50220  -5.86971
H  4.82769  1.49426  -4.39125
H  2.86648  2.88165  -4.00275
H  1.78216  1.63167  -4.60542
H  1.67058  1.63018  -2.16607
H  3.42686  1.51511  -2.03272
H  2.45680  -3.40897  -1.91919
H  1.91071  -3.53750  0.56082
H  0.24786  -3.11498  0.18426
H  1.80164  -5.56450  -0.81577
H  0.53078  -5.59364  0.40583
H  -1.16760  -5.00827  -1.25046
H  -0.22830  -6.35257  -1.89114
H  -0.69004  -4.52049  -3.58867
H  1.01955  -4.89253  -3.37491
H  0.70889  -2.46875  -3.48050
H  -0.44795  -2.49115  -2.15490
Pt  -0.14251  0.12564  0.15510
Cl  -1.00462  0.13274  -2.03838
Cl  0.77262  -0.95035  2.05119
C  0.97378  1.67375  0.66963
H  1.62348  1.54968  1.55174
C  0.84346  3.01143  0.18769
C  0.12031  3.28858  -1.00187
C  0.09890  4.57296  -1.52271
C  0.75254  5.62075  -0.85767
C  1.43979  5.36691  0.34767
C  1.48900  4.09085  0.86960
H  -0.39456  2.46620  -1.50026
H  -0.43501  4.76679  -2.45556
H  1.93468  6.19074  0.86817
H  2.01739  3.86467  1.79995
H  0.72363  6.63029  -1.26891
N  -6.35525  1.61547  -0.48426
C  -5.46751  1.30338  0.20944
C  -4.34474  0.93508  1.03485
C  -4.46139  0.83157  2.42207
C  -3.32401  0.54614  3.15470
C  -2.10469  0.39025  2.49294
N  -2.02357  0.41409  1.15248
C  -3.11669  0.70266  0.42379
H  -5.42653  0.98384  2.90542
H  -3.32680  0.44735  4.23133
H  -1.16966  0.20636  3.03445
H  -2.97456  0.74203  -0.65535

Summary:
* frontier orbital gap (alpha / beta): 6.08 / 6.07 eV
* energy: -2697.5432 Ha
* spin multiplicity: 5
* ⟨S²⟩: 6.047
* LUMO level (alpha / beta): -0.4 / -2.5 eV
* highest occupied orbital energy (alpha / beta): -0.23963 / -0.31673 hartree
* energy above the lowest of the compared OMol25 structures with the same formula, charge and spin: 0.00 kJ/mol